The following is a quantum chemistry calculation of C50H123N2O13Tl as an isolated structure in a non-equilibrium geometry, from the OMol25 dataset.

Geometry as XYZ:
```
189
Properties=species:S:1:pos:R:3
O 2.50304 1.65917 2.07711
H 5.65706 4.42873 0.15061
H -0.49736 -1.10340 -0.86423
H 2.97280 1.81185 -2.08218
H 0.51935 1.08041 -0.19958
C -2.54297 -6.30518 5.78151
H -1.62835 -3.23322 -2.73809
H 1.42777 2.09634 7.19285
O -1.64908 -1.15834 -4.26302
H -5.73226 -2.11281 1.19461
H -3.45572 -6.90080 5.76639
H -3.34107 -3.24191 1.09382
H -6.45389 3.63579 1.48223
H 0.00118 3.81576 3.11034
C 3.20468 2.57530 -2.82480
O -4.22284 -1.62171 -4.33315
H -3.47363 -0.49831 1.56040
C 0.61547 -1.56358 -4.04543
C -1.31719 -4.46177 4.64189
O 2.03424 6.85353 2.42863
H -4.66285 -4.14321 -6.35181
H 4.33757 -0.36539 4.68200
H -0.64850 0.15286 3.11975
H -3.31770 -1.48210 -4.62096
C 5.39195 5.91894 1.71480
C -0.23697 -1.05313 -6.36401
H -4.15921 -3.30343 2.59617
C 4.99780 4.55915 1.00878
H 3.40955 1.09654 6.50300
H -3.76844 3.75011 -3.43323
H -6.67092 2.00517 0.95811
C -3.51591 -2.65836 1.99771
C 2.90624 -2.98605 -0.23907
H -4.46115 2.14148 1.83096
C -1.64929 -3.89031 -1.86867
N 2.27601 1.97010 3.40595
H -2.05177 3.73797 -4.14913
H 6.45114 -4.62977 1.77234
H -0.91262 -0.62482 -7.10438
H -1.62578 -6.87499 5.63252
H 0.23370 2.57785 1.82565
C 0.93535 6.93874 1.49293
H 0.62700 -0.51512 -6.75413
O 3.23993 0.76943 -4.14909
H 3.94681 4.49354 0.72731
H -0.30642 -4.86966 4.63298
H 1.45622 -4.57275 0.29644
H -1.42162 -3.75895 3.81531
H -4.31470 1.51780 -6.48008
H 1.25957 5.27976 0.09251
Tl -5.40187 -0.66420 -1.84976
H 0.08420 6.38875 1.89437
H 2.88609 2.32223 -6.42009
H 0.46068 8.88201 2.39683
H -4.06832 -4.03946 -4.71818
H 1.22922 0.57109 6.30506
H -1.16538 2.68046 2.99552
C -0.08801 2.76086 2.85089
C 3.27203 1.42996 4.33701
H 3.03239 2.39785 1.76771
H 0.52025 -1.25594 -3.00409
H -2.80347 -5.74847 3.73368
H 1.49212 -3.26845 1.44651
C -3.07904 -4.36565 -1.84906
H -4.08269 -0.09763 3.91199
C 4.68463 -4.77186 0.25738
H 4.43231 3.23681 4.51499
O -3.76463 -4.53404 5.04054
C 4.58924 2.23977 4.10343
C -0.45450 1.02641 -0.68620
H -3.32336 -4.79676 -2.81992
H 3.46978 -5.53332 2.12065
C 0.55803 2.31259 5.20212
H -5.83654 -0.61811 -6.43811
C 0.72456 8.47250 1.42175
H -1.35630 -0.75811 0.43900
H -3.22231 -6.43791 -0.84176
H -2.46843 2.80281 -2.79394
H 0.58438 3.39462 5.33102
H 3.71261 6.75200 1.65346
H 6.60148 -5.86345 0.43711
H 2.32801 6.73890 -0.29177
C -4.89593 -2.13933 -5.42905
C 2.75365 -1.46015 -0.21047
H 2.62905 -0.80472 4.56722
H -6.38990 3.11959 -0.26100
C -3.64709 3.75526 0.55885
H 2.92685 -6.20902 0.75916
C -3.28947 1.95964 -4.52947
O -2.47413 -0.19516 -1.23323
H -0.43639 1.92126 5.41684
C -1.19477 -0.32724 -0.54912
C 2.93615 -3.38157 -1.72228
H 4.28142 2.72354 -2.90696
C -2.88734 3.17963 -3.72702
C -6.08577 2.90391 0.76325
O 4.40580 -2.85846 1.62253
H 6.41154 6.19810 1.44908
H 1.89845 -1.02968 -0.73146
O -3.86729 -3.22831 -1.65642
H -3.37320 1.39705 -0.12857
H 3.62313 -2.63973 -2.12952
C -4.80757 -0.61168 3.28080
H -1.24781 -3.30484 -1.04154
H 3.23156 2.76950 6.29018
C -0.36705 -0.75282 -4.87674
H 2.77679 -1.19031 0.84535
H 2.59495 -5.61986 -1.50810
N 4.22921 -3.32718 0.31659
O -4.39782 1.46046 -3.87834
C 1.63008 -3.50083 0.39054
H 5.35824 -4.51969 -1.69338
H 0.05934 8.95100 0.70298
H 5.71917 5.31557 3.89153
H -4.07823 -0.83658 -6.89381
H -0.17121 0.30092 -4.67833
H 5.12907 -2.25592 1.43430
C 3.86191 -5.79672 1.13833
H -3.17299 -3.16720 -5.91274
H -3.87766 -4.11290 5.89580
H 3.42654 -0.37713 3.13368
H 5.22716 3.82882 1.78474
H -4.28020 3.17694 -6.05595
C -5.02584 -1.31584 -6.64794
H 1.56453 1.76871 -4.24697
H 5.44257 1.80223 4.62158
H 3.44108 -5.19302 -2.97999
H -2.94988 2.31777 -6.72045
C 1.38822 6.36197 0.11174
H -2.62554 3.40591 0.40888
H 0.77117 -2.60149 -4.33971
H 4.74877 2.30721 3.02728
C 6.17439 -4.91294 0.75680
H -5.38111 -1.34276 3.85059
H -2.54888 1.16065 -4.56477
O -4.31275 1.51466 0.02955
H -3.50430 4.44890 1.38745
H 1.59750 -1.21842 -4.36883
H -4.35099 -5.24395 -0.21613
H -1.02464 -4.77768 -1.97104
H 6.67160 -4.14650 0.16229
H 0.73985 -2.97099 0.05164
H -1.08732 1.70142 -0.11001
H 4.18051 2.99870 -5.42730
C 5.03477 5.90513 3.28152
H 4.04188 5.54487 3.55076
H -0.34269 1.48419 -1.66907
H 1.96151 -3.23549 -2.18794
H -2.59050 -2.65186 2.57362
H -5.59985 0.12958 3.17626
H 1.95338 7.58213 3.04847
H 0.88420 -0.28558 2.94874
H 4.47156 -6.67839 1.33605
H -5.16754 1.69496 -4.40192
O -5.27743 -1.27014 1.12645
H -2.45264 -5.84635 6.76609
H -2.79471 -5.07108 0.13325
C -4.16512 -1.26201 1.91638
H 0.59531 6.70854 -0.55103
C 2.61436 2.03861 -4.13239
H 3.62663 -0.99764 -0.67101
H 0.12440 -0.21563 4.59027
C -4.18400 -3.47025 -5.64052
H -5.88906 -2.44883 -5.10346
H -1.80256 -0.68430 -3.44245
C 0.29271 0.30556 3.64787
C 3.28772 -4.89867 -1.94175
H -0.13555 -2.12493 -6.53448
C 3.10315 2.84491 -5.48854
C -2.62590 -5.28725 4.70520
H -5.31159 -1.90469 -7.51955
H -4.67703 -3.50108 -1.21879
H -1.31875 -3.91214 5.58316
C -4.56283 2.59072 0.84306
C 4.65165 -5.21330 -1.23759
H 2.66634 3.83501 -5.61892
H 5.13763 -6.18034 -1.36698
C 1.50565 1.62158 6.21478
C -3.71318 2.25267 -5.94506
H 5.02073 6.89582 3.73588
H -3.89046 4.21529 -0.39888
C 0.79657 1.79097 3.67439
C 2.92012 1.82118 5.85225
C -3.39574 -5.36801 -0.72622
H 1.67672 8.97829 1.26157
H 2.83760 0.00919 -4.57543
O 4.51497 6.91333 1.15168
C 3.39368 -0.12380 4.19333
H 2.79363 3.49634 -2.41148
```

Summary:
E (Ha): -3237.887728
HOMO-LUMO gap (eV): 1.93
HOMO (eV): -12.8
Charge: +2
Lowest unoccupied orbital energy (eV): -10.9

---

The following is a quantum chemistry calculation of C8H25AlN2O6P as an isolated structure in a non-equilibrium geometry, from the OMol25 dataset.

Geometry as XYZ:
```
43
Properties=species:S:1:pos:R:3
H -1.65563 1.04014 -0.03618
O -1.26665 4.26351 -0.24202
C -3.76501 -1.59236 1.08812
O -0.85011 -0.84148 -0.00312
H 5.45530 -3.75890 1.20260
H -2.96430 4.58309 -1.43720
H -1.67927 0.28125 1.56678
H -0.14176 0.88372 0.88377
C -1.71229 7.13226 -1.59218
O -1.25107 6.14695 -2.51119
H -2.88941 3.02698 -0.56181
H 0.45604 3.59413 -1.10710
C -1.09419 0.40081 0.64940
H -2.74177 7.38950 -1.85425
O -2.71667 -2.02330 1.95032
H -1.37955 -3.56419 1.92145
C -2.65553 4.09359 -0.50810
H -0.97052 3.46030 -2.14594
H 4.67552 -7.72956 1.62826
H -4.44616 -2.42752 0.89966
H -3.39068 -1.20479 0.13303
O 2.53970 -5.97852 1.16850
C -0.09340 5.45539 -2.03170
H -1.08963 8.02779 -1.67763
H 8.08153 -5.43293 0.62361
H 0.25960 -2.49889 0.42774
C -1.70781 -2.76133 1.25328
H -2.12256 -3.22844 0.35076
H 6.21163 -4.65674 -0.80831
H -0.05295 -1.45846 1.82488
H 0.46285 6.07766 -1.31888
H -1.69979 6.77740 -0.55466
P 5.89878 -4.96901 0.54982
N 7.26852 -5.41419 1.28944
H 4.14811 -7.19068 -0.89948
H -3.21649 4.53752 0.31787
H -4.31474 -0.79257 1.59094
N 1.83906 -5.42265 0.14399
Al 4.22637 -6.58989 0.58752
O 0.75259 -5.13656 0.63338
H 0.55549 5.28018 -2.89600
C -0.50108 -1.88275 0.91841
C -0.46209 4.10357 -1.41778
```

Summary:
E (Ha): -1464.413007
HOMO-LUMO gap (eV): 6.18
HOMO (eV): -4.0
Charge: -1
Lowest unoccupied orbital energy (eV): 2.1

---

The following is a quantum chemistry calculation of a single C3ClF3 molecule in a non-equilibrium geometry, from the OMol25 dataset.

Geometry as XYZ:
```
7
Properties=species:S:1:pos:R:3
F -0.09456 -1.37583 1.52874
F 1.41022 -1.90335 -0.05588
C -0.35357 -0.34603 -0.51342
F -0.10619 0.03321 -1.81058
C 0.23975 -1.19094 0.24662
C -0.62518 2.95058 0.88772
Cl -0.47047 1.83235 -0.28320
```

Summary:
E (Ha): -873.773359
HOMO-LUMO gap (alpha / beta) (eV): 8.54 / 7.36
HOMO (alpha / beta) (eV): -9.9 / -9.1
ΔE to the lowest compared entry with this formula, charge and spin (kJ/mol): 602.7
Lowest unoccupied orbital energy (alpha / beta) (eV): -1.3 / -1.8

---

The following is a quantum chemistry calculation of a 2-piece molecular cluster, C4H9NO2S overall in a non-equilibrium geometry, from the OMol25 dataset.

Geometry as XYZ:
```
17
Properties=species:S:1:pos:R:3
H -2.12415 -1.35364 -1.28247
S 3.94875 0.00301 0.55212
C -0.56501 -0.44925 -0.00625
C 1.19972 0.53007 -1.38299
C -1.73624 -0.37432 -0.94242
H -1.59565 0.27250 -1.81353
H -1.80365 -1.10043 1.53863
N 0.71263 -0.46704 -0.57167
C -0.63617 0.26666 1.31731
H 2.97448 0.47476 1.32832
O 0.62472 1.24360 -2.16067
H 1.44906 -0.90142 0.01357
H -2.58202 0.01037 -0.34176
H 2.30884 0.67356 -1.30489
H -0.85675 1.31542 1.22465
O -1.69763 -0.32385 2.10478
H 0.37905 0.17998 1.72727
```

Summary:
E (Ha): -761.059726
HOMO-LUMO gap (eV): 3.92
HOMO (eV): -7.5
ΔE to the lowest compared entry with this formula, charge and spin (kJ/mol): 534.8
Lowest unoccupied orbital energy (eV): -3.6